*w*
Entry from the Open Molecules 2025 dataset: a 2-piece molecular cluster, C4H12 overall (ωB97M-V with the def2-TZVPD basis set).

Its charge is +1. The HOMO energy (alpha / beta) is -16.91 / -15.99 eV. As for the spin multiplicity: 2. Its gap between HOMO and LUMO (alpha / beta) is 13.98 / 4.85 eV.

Atoms and positions in Å:
C -0.3376 0.5555 1.5369
C 0.4250 0.9630 2.7883
H -1.3450 0.1668 1.7517
H -0.5783 1.4318 0.8851
H 0.2954 -0.0891 0.8400
H 1.2247 1.6782 2.5761
H 0.6803 0.0613 3.3277
H -0.3287 1.5759 3.2898
C 0.2251 -0.4522 -1.5241
C -0.2704 -1.0738 -2.7393
H -0.4159 -0.6598 -0.5925
H 1.1750 -0.8940 -1.1735
H 0.3358 0.6341 -1.5576
H -0.1528 -2.1616 -2.6425
H -1.2808 -0.9320 -3.1336
H 0.3483 -0.8041 -3.6325

---

*x*
Entry from the Open Molecules 2025 dataset: a 2-piece molecular cluster, C4H12 overall (ωB97M-V with the def2-TZVPD basis set).

Its charge is +1. The HOMO energy (alpha / beta) is -16.28 / -14.62 eV. As for the spin multiplicity: 2. Its gap between HOMO and LUMO (alpha / beta) is 13.31 / 3.12 eV.

Atoms and positions in Å:
C 0.1047 -1.1658 -2.3225
C 0.9392 -1.7334 -1.1933
H 0.8277 -0.6469 -2.9769
H -0.3041 -2.0165 -2.8665
H -0.6752 -0.4486 -2.0660
H 0.3789 -2.5372 -0.6835
H 1.4687 -0.9961 -0.5840
H 1.7745 -2.3761 -1.5536
C -1.2765 1.4679 1.6946
C 0.2044 1.4899 1.8638
H -1.8224 2.0568 2.4331
H -1.4710 1.6190 0.6251
H -1.7573 0.4602 1.8410
H 0.6178 0.4592 1.6616
H 0.5770 1.8269 2.8282
H 0.7597 2.0935 1.1321

---

Relative energies, kJ/mol: *w* 0.0; *x* 14.5.

---

*w*
Entry from the Open Molecules 2025 dataset: a 2-piece molecular cluster, C4H12 overall (ωB97M-V with the def2-TZVPD basis set).

Its charge is +1. The HOMO energy (alpha / beta) is -16.72 / -15.73 eV. As for the spin multiplicity: 2. Its gap between HOMO and LUMO (alpha / beta) is 13.74 / 4.28 eV.

Atoms and positions in Å:
C -0.5482 -1.1577 -0.9618
C -1.2428 -2.3644 -0.3811
H 0.3457 -0.7414 -0.4007
H -0.1954 -1.3662 -1.9881
H -1.2159 -0.3072 -1.0739
H -2.2500 -2.3887 -0.8143
H -1.4040 -2.2174 0.6984
H -0.6876 -3.2758 -0.5646
C 0.9737 1.3298 1.3136
C 0.8495 2.1358 0.0148
H 0.5713 1.8907 2.1653
H 0.3025 0.4159 1.1330
H 2.0165 1.1453 1.5472
H 1.1246 3.1699 0.3783
H -0.1622 2.2389 -0.3600
H 1.6268 1.7990 -0.6631

---

*x*
Entry from the Open Molecules 2025 dataset: a 2-piece molecular cluster, C4H12 overall (ωB97M-V with the def2-TZVPD basis set).

Its charge is +1. The HOMO energy (alpha / beta) is -16.80 / -16.25 eV. As for the spin multiplicity: 2. Its gap between HOMO and LUMO (alpha / beta) is 13.79 / 5.55 eV.

Atoms and positions in Å:
C 1.5537 -0.1309 -0.0806
C 2.3883 -1.3807 0.1270
H 1.7344 0.3087 -1.0507
H 0.4258 -0.2723 0.0622
H 1.6945 0.5771 0.7549
H 3.4192 -1.1491 -0.1808
H 1.8815 -2.0987 -0.5340
H 2.5403 -1.6434 1.1695
C -1.6846 0.7418 -0.6781
C -2.3611 0.6570 0.6365
H -1.0806 1.6895 -0.7512
H -0.7153 0.1261 -0.7455
H -2.1519 0.5994 -1.6481
H -2.6075 1.6936 0.9413
H -3.3198 0.1377 0.6220
H -1.7168 0.1442 1.3557

---

Relative energies, kJ/mol: *w* 12.0; *x* 0.0.

---

*w*
Entry from the Open Molecules 2025 dataset: a 2-piece molecular cluster, CH5N2O2 overall (ωB97M-V with the def2-TZVPD basis set).

Its charge is +1. The HOMO energy is -13.60 eV. Its gap between HOMO and LUMO is 9.09 eV.

Atoms and positions in Å:
C 1.7450 0.1667 -0.0103
N 1.9634 -1.0627 -0.0113
N -1.9741 0.5953 0.0008
O -0.7177 -0.0277 -0.0381
O 1.7729 1.2975 0.0171
H 2.9046 -1.3909 0.2060
H 1.1864 -1.7054 -0.1713
H -2.2980 0.6559 0.9796
H -1.9675 1.5135 -0.4602
H -2.6150 -0.0422 -0.5124

---

*x*
Entry from the Open Molecules 2025 dataset: a 2-piece molecular cluster, CH5N2O2 overall (ωB97M-V with the def2-TZVPD basis set).

Its charge is +1. The HOMO energy (alpha / beta) is -15.58 / -15.58 eV. Its gap between HOMO and LUMO (alpha / beta) is 10.10 / 10.10 eV.

Atoms and positions in Å:
C 0.6194 -0.0785 -0.0331
N -1.2207 -1.2927 -0.0154
N -0.0442 1.1936 -0.0269
O 1.6889 -0.3891 0.7137
O 1.7105 -0.2941 -0.7209
H -0.9260 -1.9610 -0.7331
H -1.0466 -1.7942 0.8666
H 0.6716 2.0142 -0.3960
H -0.4430 1.5792 0.7997
H -1.0099 1.0227 -0.4546

---

Relative energies, kJ/mol: *w* 0.0; *x* 456.7.

---

*w*
Entry from the Open Molecules 2025 dataset: one molecule with the formula C3H6N2O2S (ωB97M-V with the def2-TZVPD basis set).

The HOMO energy is -9.65 eV. Its gap between HOMO and LUMO is 10.03 eV.

Atoms and positions in Å:
C -1.4803 0.2172 -0.0605
C 1.1327 -0.6913 -0.7387
C 1.6550 -0.0757 0.5621
H -1.4712 2.2113 -0.3247
H -0.6442 1.3984 -1.5654
H -2.5685 -0.7398 1.1458
H 1.3213 0.0710 -1.4987
H 1.6605 -1.5934 -1.0428
H 0.6222 -1.3240 1.7073
N -1.0261 1.3306 -0.6202
N -2.3823 0.2167 0.8238
O 1.3040 -0.6209 1.7873
O 2.4593 0.8268 0.5491
S -0.5822 -1.2269 -0.7244

---

*x*
Entry from the Open Molecules 2025 dataset: C3H6N2O2S as an isolated structure (ωB97M-V with the def2-TZVPD basis set).

The HOMO energy (alpha / beta) is -9.72 / -9.48 eV. Its gap between HOMO and LUMO (alpha / beta) is 8.36 / 8.35 eV.

Atoms and positions in Å:
C -0.2009 1.8063 -0.5801
C 0.7937 0.8316 -0.2577
C 0.7467 -1.4357 0.7345
N -1.3977 1.5207 -0.3318
N 0.2169 -0.0331 0.7229
O -1.4149 -1.5669 -1.4306
O -2.3220 -0.1440 1.4151
S -1.4295 -0.0511 0.3242
H 0.0195 2.8154 -0.9969
H 0.8610 0.3551 -1.3078
H 1.6964 1.1742 -0.0424
H 0.4046 -1.8650 -0.3054
H 1.7492 -1.3725 0.5998
H 0.2770 -2.0350 1.4561

---

Relative energies, kJ/mol: *w* 0.0; *x* 707.1.

---

*w*
Entry from the Open Molecules 2025 dataset: one molecule with the formula C3H6N2O2S (ωB97M-V with the def2-TZVPD basis set).

The HOMO energy is -8.86 eV. Its gap between HOMO and LUMO is 9.45 eV.

Atoms and positions in Å:
C -1.2431 0.9755 1.3864
C -0.5804 -0.7463 0.1001
C 1.7405 -0.6751 -0.9002
H -0.6741 1.7769 2.0328
H -2.1346 1.5298 0.8889
H -1.6954 0.0154 1.9012
H 0.3375 -2.2604 -0.9210
H 2.4973 -1.4487 -0.6153
H -0.0687 0.9332 -1.0766
N 0.4229 -1.2252 -0.7882
N 2.2302 0.4490 -1.2005
O -0.3387 0.4078 0.5172
O -1.6042 -1.4297 0.2705
S 1.1108 1.6978 -1.5952

---

*x*
Entry from the Open Molecules 2025 dataset: a 2-piece molecular cluster, C3H6N2O2S overall (ωB97M-V with the def2-TZVPD basis set).

The HOMO energy (alpha / beta) is -8.22 / -8.22 eV. Its gap between HOMO and LUMO (alpha / beta) is 8.91 / 8.91 eV.

Atoms and positions in Å:
C 0.2881 -2.4797 -0.6199
C -2.3570 0.5199 0.0949
C 0.3383 0.5799 0.2467
N -0.6257 -2.4865 0.0055
N 1.5665 0.9826 -0.0143
O 2.5285 0.3183 0.8591
O 1.9943 1.8624 -0.7522
S -0.7970 1.1212 -0.9008
H 1.2410 -2.4438 -1.0632
H -3.1951 0.8624 -0.5434
H -2.1901 1.0144 1.0201
H -2.3862 -0.5387 0.1685
H 0.3641 -0.2944 0.7820
H 3.2302 0.9820 0.7171

---

*y*
Entry from the Open Molecules 2025 dataset: one molecule with the formula C3H6N2O2S (ωB97M-V with the def2-TZVPD basis set).

The HOMO energy is -9.24 eV. Its gap between HOMO and LUMO is 9.91 eV.

Atoms and positions in Å:
C 1.6804 1.5571 -1.7837
C 0.1802 0.2559 0.1140
C -1.1558 -0.8364 1.8781
H 2.4523 2.1778 -1.4000
H 1.4997 1.8327 -2.7553
H 1.9712 0.5513 -1.7164
H -1.0239 1.1643 1.3196
H -1.2260 -0.7391 2.9432
H -1.7060 -3.1201 -0.0150
N -0.8641 0.2186 1.0004
N -1.3989 -1.9864 1.4075
O 0.8739 -0.6855 -0.1727
O -1.4544 -2.1904 0.0387
S 0.1715 1.8000 -0.8583

---

Relative energies, kJ/mol: *w* 39.8; *x* 306.6; *y* 0.0.